{"formula": "C25H57BrF5NO13P3S", "method": "the ωB97M-V functional and the def2-TZVPD basis", "elements": ["C", "O", "C", "C", "C", "C", "N", "S", "Br", "C", "F", "F", "C", "F", "F", "F", "H", "H", "H", "H", "H", "H", "H", "H", "H", "H", "H", "H", "O", "P", "O", "C", "C", "O", "C", "C", "O", "C", "C", "H", "H", "H", "H", "H", "H", "H", "H", "H", "H", "H", "H", "H", "H", "H", "O", "P", "O", "C", "C", "O", "C", "C", "O", "C", "C", "H", "H", "H", "H", "H", "H", "H", "H", "H", "H", "H", "H", "H", "H", "H", "O", "P", "O", "C", "C", "O", "C", "C", "O", "C", "C", "H", "H", "H", "H", "H", "H", "H", "H", "H", "H", "H", "H", "H", "H", "H"], "positions_angstrom": [[4.521, 4.821, 3.406], [4.243, 6.088, 4.045], [3.743, 7.064, 3.115], [2.230, 6.810, 2.640], [1.376, 5.911, 3.670], [-0.180, 6.282, 3.732], [-1.109, 5.220, 3.212], [-0.756, 4.796, 1.514], [-2.921, 5.838, 3.163], [-1.098, 3.922, 3.986], [-0.125, 2.985, 3.534], [-2.355, 3.287, 3.720], [-0.985, 4.064, 5.585], [0.341, 4.189, 6.049], [-1.430, 2.835, 6.142], [-1.788, 5.051, 6.142], [5.250, 5.016, 2.555], [3.605, 4.286, 2.990], [4.957, 4.145, 4.222], [3.755, 8.080, 3.652], [4.481, 7.101, 2.232], [1.672, 7.778, 2.377], [2.305, 6.184, 1.675], [1.807, 6.086, 4.722], [1.603, 4.827, 3.422], [-0.407, 6.649, 4.781], [-0.324, 7.193, 3.045], [0.611, 4.629, 1.350], [3.588, 0.524, -0.467], [2.588, 0.286, -1.600], [2.643, 1.806, -2.253], [3.765, 2.150, -3.057], [3.737, 1.434, -4.395], [1.214, 0.464, -0.681], [1.253, 0.250, 0.723], [1.498, 1.556, 1.457], [1.529, -0.148, -2.874], [1.599, -1.522, -3.278], [1.222, -2.470, -2.155], [4.691, 1.928, -2.517], [3.726, 3.228, -3.219], [3.896, 0.359, -4.266], [4.522, 1.813, -5.053], [2.770, 1.563, -4.886], [2.005, -0.501, 0.982], [0.286, -0.155, 1.024], [2.334, 2.122, 1.038], [1.697, 1.376, 2.516], [0.622, 2.204, 1.379], [2.608, -1.736, -3.641], [0.910, -1.650, -4.116], [1.942, -2.411, -1.329], [1.206, -3.501, -2.514], [0.241, -2.219, -1.748], [-3.385, -2.017, 6.576], [-4.896, -1.817, 6.435], [-5.108, -2.749, 5.086], [-5.116, -4.163, 5.242], [-6.377, -4.646, 5.934], [-4.824, -0.330, 5.697], [-3.683, 0.502, 5.860], [-2.688, 0.281, 4.732], [-6.594, -1.583, 6.458], [-7.160, -1.387, 7.759], [-6.614, -0.146, 8.441], [-4.225, -4.481, 5.793], [-5.058, -4.597, 4.242], [-6.398, -4.322, 6.979], [-6.434, -5.736, 5.918], [-7.267, -4.238, 5.449], [-3.221, 0.340, 6.839], [-4.023, 1.539, 5.840], [-2.483, -0.776, 4.554], [-1.744, 0.790, 4.939], [-3.089, 0.676, 3.792], [-6.972, -2.276, 8.368], [-8.241, -1.293, 7.631], [-5.542, -0.246, 8.644], [-7.122, 0.022, 9.393], [-6.744, 0.733, 7.808], [2.123, -3.738, -6.798], [1.807, -4.464, -8.107], [3.350, -4.504, -8.702], [4.252, -5.462, -8.164], [3.905, -6.872, -8.608], [1.268, -3.132, -8.940], [0.767, -1.997, -8.242], [1.867, -0.975, -8.012], [1.326, -5.364, -9.486], [0.203, -6.228, -9.282], [-1.049, -5.460, -8.896], [4.262, -5.390, -7.072], [5.249, -5.202, -8.523], [2.962, -7.201, -8.161], [4.684, -7.575, -8.306], [3.785, -6.920, -9.692], [0.295, -2.297, -7.301], [-0.015, -1.550, -8.858], [2.773, -1.423, -7.599], [1.529, -0.187, -7.335], [2.159, -0.512, -8.960], [0.453, -6.966, -8.515], [0.033, -6.764, -10.218], [-0.926, -4.969, -7.923], [-1.905, -6.134, -8.828], [-1.266, -4.680, -9.628]], "forces_ev_per_angstrom": [[0.47, -0.30, 0.29], [-0.86, -0.23, -1.07], [0.01, 0.86, 0.29], [-0.16, -1.16, -0.95], [0.94, 0.39, 0.57], [1.99, 2.34, 0.02], [1.15, -0.83, 0.43], [-0.23, 0.04, -2.05], [0.02, 0.57, -0.03], [-1.26, -3.80, 0.33], [-2.22, 3.11, 1.38], [3.20, 1.40, 0.74], [0.29, -2.03, 3.31], [-3.12, 0.32, -1.62], [0.96, 3.03, -1.66], [1.87, -1.71, -1.67], [-0.73, -0.56, 1.01], [0.91, 0.78, 0.43], [-0.45, 1.05, -1.37], [0.22, -1.58, -0.67], [-1.35, 0.12, 1.02], [1.03, -1.28, 0.47], [-0.28, 1.11, 1.19], [-0.71, -0.37, -1.54], [-0.60, 1.20, 0.50], [-0.37, -0.98, -1.26], [-0.12, -1.55, 0.93], [-0.67, 0.20, 1.11], [0.98, -3.37, -2.38], [-4.69, 7.18, 2.50], [0.30, -0.63, -0.11], [0.19, 0.06, -0.28], [0.01, -0.08, -0.07], [0.19, -1.05, -0.25], [0.22, 0.12, 0.17], [0.04, 0.32, 0.11], [3.16, -1.90, 0.63], [-0.33, -0.66, -0.26], [-0.05, 0.06, 0.07], [-0.02, 0.05, 0.01], [-0.12, -0.03, 0.12], [0.06, 0.00, -0.07], [-0.02, -0.04, 0.07], [0.08, 0.05, 0.05], [-0.01, 0.23, -0.01], [-0.08, 0.01, -0.17], [0.14, -0.30, -0.04], [-0.02, -0.01, -0.02], [-0.09, -0.18, -0.04], [-0.10, -0.09, -0.16], [0.09, 0.19, 0.04], [0.04, -0.06, 0.00], [0.05, 0.08, 0.02], [0.04, -0.01, -0.07], [-2.12, -0.89, 3.63], [1.15, 2.39, -8.70], [-0.11, -0.06, 0.83], [-0.09, -0.31, 0.01], [-0.08, -0.02, 0.07], [-0.35, 0.10, 1.14], [0.43, -0.15, -0.14], [0.02, 0.00, -0.37], [1.67, -1.33, 3.03], [-0.44, 0.33, 0.35], [0.04, 0.06, -0.04], [0.01, 0.00, -0.06], [0.04, 0.18, -0.02], [-0.01, -0.08, 0.03], [0.04, 0.07, 0.03], [0.09, -0.05, -0.02], [0.02, -0.07, -0.19], [-0.23, -0.03, -0.01], [-0.03, 0.04, 0.28], [-0.03, -0.10, 0.00], [0.00, -0.01, 0.12], [-0.17, 0.01, 0.06], [0.12, -0.09, -0.16], [0.00, -0.01, 0.07], [0.06, -0.04, -0.05], [-0.04, -0.08, 0.03], [-2.16, -3.64, 0.79], [4.32, 6.70, -4.84], [-0.48, -0.58, 0.44], [0.18, -0.22, -0.01], [-0.04, -0.11, -0.01], [-0.89, -0.90, 0.43], [0.21, 0.32, 0.27], [0.22, 0.21, -0.16], [-0.81, -1.38, 3.38], [-0.55, -0.22, -0.26], [-0.01, 0.07, -0.02], [0.04, 0.03, -0.01], [-0.10, 0.14, -0.03], [0.03, -0.07, 0.03], [-0.06, 0.05, 0.02], [0.06, 0.04, 0.08], [0.17, 0.03, -0.07], [0.02, -0.15, -0.15], [-0.20, -0.12, 0.11], [-0.02, -0.01, -0.04], [-0.11, -0.04, 0.10], [-0.08, -0.13, -0.10], [0.19, 0.10, 0.04], [-0.04, -0.03, 0.04], [0.07, 0.04, 0.03], [0.03, -0.08, 0.01]], "lowdin_charge": [-0.09, -0.23, -0.21, -0.16, -0.18, -0.23, -0.80, 0.92, 1.03, -0.39, 0.06, 0.00, -0.33, 0.13, 0.11, 0.12, 0.11, 0.08, 0.12, 0.14, 0.14, 0.12, 0.10, 0.14, 0.09, 0.14, 0.13, -0.05, -0.23, 0.70, -0.24, -0.30, -0.08, -0.23, -0.29, -0.09, -0.20, -0.29, -0.08, 0.11, 0.12, 0.06, 0.08, 0.08, 0.11, 0.12, 0.07, 0.08, 0.02, 0.11, 0.12, 0.07, 0.09, 0.09, -0.23, 0.70, -0.23, -0.30, -0.08, -0.22, -0.31, -0.08, -0.21, -0.30, -0.08, 0.11, 0.12, 0.06, 0.08, 0.08, 0.11, 0.11, 0.08, 0.05, 0.07, 0.11, 0.12, 0.07, 0.08, 0.09, -0.24, 0.69, -0.23, -0.30, -0.08, -0.22, -0.30, -0.08, -0.20, -0.30, -0.08, 0.11, 0.12, 0.06, 0.08, 0.09, 0.10, 0.12, 0.07, 0.07, 0.08, 0.11, 0.12, 0.07, 0.08, 0.09], "total_charge": 1}


{"formula": "C22H46ClFN2O8S", "method": "the ωB97M-V functional and the def2-TZVPD basis", "elements": ["N", "C", "C", "C", "C", "C", "C", "S", "O", "O", "Cl", "N", "C", "O", "C", "O", "C", "C", "O", "F", "H", "H", "H", "H", "H", "H", "H", "H", "H", "H", "H", "H", "H", "H", "H", "H", "C", "C", "O", "C", "C", "H", "H", "H", "H", "H", "H", "H", "H", "H", "H", "C", "C", "O", "C", "C", "H", "H", "H", "H", "H", "H", "H", "H", "H", "H", "C", "C", "O", "C", "C", "H", "H", "H", "H", "H", "H", "H", "H", "H", "H"], "positions_angstrom": [[-2.111, -3.042, -0.524], [-1.424, -1.775, -0.737], [-0.659, -1.686, -2.053], [0.545, -2.604, -2.172], [1.228, -2.694, -3.544], [1.303, -1.384, -4.346], [0.118, -1.236, -5.314], [-0.356, 0.471, -5.613], [0.306, 1.318, -4.672], [-0.327, 0.727, -7.019], [-2.318, 0.442, -5.056], [-0.339, -0.246, -2.190], [-1.584, 0.366, -1.817], [-1.963, 1.432, -2.178], [-2.372, -0.557, -0.852], [-2.452, 0.102, 0.408], [-3.774, -0.912, -1.357], [-4.575, 0.253, -1.890], [-5.083, 0.350, -2.939], [-4.711, 1.243, -0.964], [-1.425, -3.770, -0.340], [-2.665, -2.987, 0.326], [-0.762, -1.517, 0.109], [-1.398, -1.959, -2.825], [0.194, -3.611, -1.909], [1.283, -2.323, -1.403], [0.731, -3.466, -4.146], [2.250, -3.057, -3.385], [2.227, -1.373, -4.934], [1.339, -0.519, -3.680], [0.375, -1.602, -6.314], [-0.771, -1.775, -4.983], [0.318, -0.008, -1.440], [-2.497, 1.057, 0.263], [-3.719, -1.657, -2.157], [-4.329, -1.357, -0.524], [2.967, -1.912, 2.264], [1.458, -1.822, 2.125], [0.763, -3.035, 2.366], [0.867, -3.553, 3.688], [0.318, -2.603, 4.735], [3.367, -2.696, 1.620], [3.419, -0.961, 1.978], [3.271, -2.126, 3.290], [1.202, -1.565, 1.094], [1.064, -1.017, 2.755], [1.902, -3.831, 3.916], [0.286, -4.475, 3.670], [0.892, -1.678, 4.786], [0.340, -3.058, 5.725], [-0.713, -2.337, 4.497], [1.848, 4.043, -0.073], [3.277, 3.733, -0.489], [3.494, 2.378, -0.845], [2.729, 1.904, -1.941], [2.959, 2.628, -3.255], [1.541, 3.395, 0.751], [1.778, 5.080, 0.258], [1.142, 3.911, -0.893], [3.953, 3.911, 0.347], [3.587, 4.400, -1.301], [1.659, 1.914, -1.698], [3.021, 0.856, -2.044], [2.643, 3.671, -3.216], [2.369, 2.131, -4.022], [4.013, 2.601, -3.536], [-2.534, 2.286, 5.875], [-1.074, 1.958, 5.617], [-0.872, 0.907, 4.688], [-1.385, 1.120, 3.383], [-0.785, 2.323, 2.675], [-3.073, 1.397, 6.205], [-2.608, 3.046, 6.655], [-3.032, 2.677, 4.987], [-0.606, 1.605, 6.536], [-0.531, 2.859, 5.307], [-2.478, 1.195, 3.402], [-1.142, 0.210, 2.833], [-1.034, 3.262, 3.171], [-1.170, 2.383, 1.656], [0.302, 2.240, 2.630]], "forces_ev_per_angstrom": [[0.12, 0.01, -0.03], [-0.48, 0.14, 0.59], [0.03, -0.34, -0.04], [-0.03, -0.14, 0.29], [0.10, 0.00, -0.11], [0.22, 0.04, -0.17], [0.23, -0.27, -0.12], [0.11, -0.08, 0.23], [-0.04, 0.18, -0.46], [0.01, 0.06, 0.19], [-0.21, -0.03, -0.18], [-0.79, -0.38, 0.45], [0.33, -0.59, 0.14], [-0.12, 0.79, 0.17], [0.01, 0.02, 0.12], [0.23, 0.02, -0.08], [0.03, -0.09, -0.24], [0.60, -0.11, 1.02], [-0.44, 0.13, -0.89], [-0.02, -0.16, -0.06], [-0.06, 0.07, -0.05], [0.01, 0.01, -0.06], [0.09, -0.05, -0.26], [0.24, 0.18, -0.08], [0.17, 0.14, 0.05], [-0.14, 0.05, -0.11], [0.06, 0.13, 0.04], [-0.18, -0.01, 0.00], [-0.14, 0.01, 0.07], [0.03, -0.20, -0.16], [-0.11, 0.02, 0.17], [0.08, 0.20, 0.02], [0.24, 0.14, -0.39], [-0.27, -0.10, -0.05], [-0.02, 0.13, 0.12], [0.07, 0.09, -0.08], [-0.01, -0.11, 0.04], [-0.06, 0.11, -0.09], [0.06, -0.07, -0.08], [-0.06, 0.06, 0.03], [-0.03, 0.07, -0.01], [0.00, 0.00, 0.00], [-0.01, 0.00, -0.02], [-0.01, 0.03, 0.01], [0.05, 0.01, 0.00], [0.00, -0.01, 0.03], [0.03, 0.05, -0.03], [0.00, 0.00, -0.01], [0.00, 0.00, 0.06], [0.01, -0.06, -0.03], [0.00, 0.01, 0.03], [-0.01, -0.07, 0.00], [0.01, 0.06, 0.02], [-0.03, -0.02, -0.01], [0.00, -0.07, 0.00], [0.09, -0.02, 0.08], [0.00, 0.02, -0.01], [0.01, 0.00, 0.02], [0.00, 0.03, -0.02], [0.00, 0.00, -0.01], [-0.02, -0.03, -0.02], [-0.01, 0.06, 0.00], [0.01, 0.00, -0.01], [-0.05, -0.02, 0.01], [0.03, 0.07, -0.07], [0.00, -0.01, 0.03], [-0.02, -0.04, -0.03], [0.01, 0.02, 0.03], [0.04, -0.05, -0.01], [0.02, -0.04, -0.03], [0.01, -0.01, 0.06], [0.00, 0.01, 0.00], [0.00, -0.01, 0.01], [0.01, 0.03, 0.01], [0.00, 0.01, 0.00], [-0.01, -0.01, -0.02], [0.00, 0.01, 0.02], [-0.03, 0.01, 0.01], [-0.02, 0.00, -0.02], [0.04, 0.01, -0.02], [-0.01, -0.01, -0.01]], "lowdin_charge": [0.09, -0.28, -0.29, -0.13, -0.18, -0.22, -0.27, 0.37, -0.35, -0.33, 0.47, 0.12, -0.39, 0.13, -0.37, 0.02, 0.00, -0.46, 0.17, 0.10, 0.08, 0.09, 0.14, 0.15, 0.12, 0.12, 0.12, 0.11, 0.12, 0.07, 0.11, 0.07, 0.14, 0.09, 0.14, 0.14, -0.07, -0.29, -0.17, -0.27, -0.08, 0.08, 0.08, 0.07, 0.09, 0.10, 0.11, 0.12, 0.07, 0.08, 0.08, -0.07, -0.28, -0.16, -0.28, -0.06, 0.06, 0.08, 0.07, 0.12, 0.11, 0.09, 0.11, 0.07, 0.05, 0.08, -0.08, -0.28, -0.17, -0.28, -0.07, 0.08, 0.08, 0.07, 0.12, 0.11, 0.11, 0.10, 0.07, 0.06, 0.08], "smiles": "N[C@H]1[C@H](CCCCS(=O)(=O)Cl)NC(=O)[C@@]1(O)CC(=O)F.CCOCC.CCOCC.CCOCC", "total_charge": 0}


{"formula": "C3H10NO", "method": "the ωB97M-V functional and the def2-TZVPD basis", "elements": ["N", "C", "O", "H", "H", "H", "H", "C", "C", "H", "H", "H", "H", "H", "H"], "positions_angstrom": [[-1.843, -2.427, -0.465], [-1.859, -0.934, -0.527], [-0.666, -0.375, -0.243], [-1.536, -2.630, 0.480], [-1.087, -2.708, -1.082], [-2.211, -0.723, -1.567], [-2.671, -0.618, 0.169], [1.377, 1.061, 1.128], [1.593, 1.559, -0.300], [1.751, 0.039, 1.207], [0.307, 1.019, 1.318], [1.918, 1.691, 1.846], [1.018, 0.924, -0.974], [1.258, 2.595, -0.412], [2.650, 1.528, -0.579]], "forces_ev_per_angstrom": [[-0.71, -0.14, -0.02], [1.02, 0.25, -0.09], [-0.67, -0.10, -0.15], [0.27, -0.15, -0.01], [0.15, 0.01, 0.18], [-0.16, 0.08, 0.05], [-0.13, -0.09, -0.06], [0.32, 0.12, -0.27], [0.10, 0.00, 0.05], [-0.08, 0.02, 0.10], [0.05, -0.02, 0.15], [-0.14, -0.04, 0.08], [-0.06, 0.05, 0.06], [-0.05, -0.01, -0.03], [0.08, 0.02, -0.02]], "lowdin_charge": [-0.06, -0.61, -0.34, 0.02, 0.02, 0.06, 0.06, -0.21, -0.20, 0.05, 0.04, 0.04, 0.03, 0.05, 0.04], "relative_energy_kj_mol": 32.8, "total_charge": -1}


{"formula": "C6H6", "method": "the ωB97M-V functional and the def2-TZVPD basis", "elements": ["C", "C", "C", "C", "C", "C", "H", "H", "H", "H", "H", "H"], "positions_angstrom": [[-1.616, 0.484, 0.415], [-0.668, -0.289, -0.482], [0.176, 0.364, -1.368], [1.395, 0.626, -1.496], [2.171, 0.152, -0.509], [2.026, -0.520, 0.553], [-1.890, -0.124, 1.282], [-1.146, 1.405, 0.774], [-2.542, 0.754, -0.105], [-1.033, -1.267, -0.805], [0.607, -0.617, 0.344], [2.520, -0.969, 1.397]], "forces_ev_per_angstrom": [[-0.05, 0.05, 0.07], [-0.08, 0.08, -0.23], [0.34, -0.04, 0.19], [-0.34, -0.24, 0.28], [-0.25, -0.20, 0.27], [0.23, 0.19, -0.24], [0.05, 0.08, -0.12], [-0.07, -0.13, -0.05], [0.15, -0.05, 0.06], [0.05, 0.11, 0.05], [0.05, 0.06, -0.11], [-0.09, 0.09, -0.16]], "lowdin_charge": [-0.11, -0.24, -0.05, -0.04, -0.12, 0.04, 0.07, 0.08, 0.07, 0.11, 0.15, 0.05], "relative_energy_kj_mol": 675.6, "total_charge": 0}


Number 1: E_HOMO -11.2 eV, Kohn-Sham gap 5.516 eV. Number 2: E_HOMO -9.7 eV, Kohn-Sham gap 10.161 eV. Number 3: E_HOMO -2.5 eV, Kohn-Sham gap 6.960 eV. Number 4: E_HOMO -9.1 eV, Kohn-Sham gap 9.012 eV.